{"formula": "C11H22F2GaO4Pb", "method": "the ωB97M-V functional and the def2-TZVPD basis", "max_force_ev_per_a": 3.49, "lumo_energy_ev": -6.6, "total_charge": 1, "gap_ev": 4.99, "symbols": ["C", "C", "O", "C", "O", "C", "C", "C", "Ga", "F", "O", "C", "C", "C", "O", "C", "C", "F", "H", "H", "H", "H", "H", "H", "H", "H", "H", "H", "H", "H", "H", "H", "H", "H", "H", "H", "H", "H", "H", "H", "Pb"], "positions_angstrom": [[5.51663, -1.42179, 1.74345], [5.19445, -0.11486, 1.07058], [4.69506, -0.40787, -0.23702], [4.27632, 0.64091, -0.98416], [4.81520, 0.89448, -2.01049], [3.04712, 1.33210, -0.51534], [1.82554, 0.54145, -0.99394], [0.58004, 1.41854, -1.12857], [-0.98397, 0.30355, -0.68736], [-0.90620, -0.06888, 1.11632], [-2.62146, 1.38647, -0.81005], [-3.28897, 1.10867, 0.23612], [-4.77966, 0.76459, 0.23582], [-4.97699, 0.23612, 1.64413], [-5.17043, -0.21663, -0.65607], [-1.21298, -1.40288, -1.70035], [-2.05495, -2.46452, -1.04514], [-1.79489, -1.10040, -2.94377], [6.32004, -1.29705, 2.45119], [5.84375, -2.11743, 0.98819], [4.64826, -1.82488, 2.23684], [6.07911, 0.49802, 0.98132], [4.44503, 0.40891, 1.64754], [3.02789, 2.32378, -0.93502], [3.01308, 1.39730, 0.56009], [1.64302, -0.24050, -0.26878], [2.04435, 0.07773, -1.94453], [0.49481, 1.85709, -2.11006], [0.65054, 2.22957, -0.41204], [-2.76259, 0.28236, 0.84499], [-3.34531, 2.08466, 1.01083], [-5.31882, 1.68533, 0.04297], [-5.74869, 0.71245, 2.22407], [-3.97551, 0.42535, 2.09943], [-5.07731, -0.83624, 1.61877], [-4.62444, -0.20613, -1.45272], [-0.23391, -1.82530, -1.87762], [-2.34376, -3.17463, -1.80958], [-2.97567, -2.08847, -0.61868], [-1.48262, -3.01433, -0.31398], [-2.48110, 1.21341, 2.70264]]}